This record from OMol25 describes C7H8 in the gas phase. The level of theory is the ωB97M-V functional and the def2-TZVPD basis.

**Energy relative to the best compared isomer or geometry (same formula, charge and spin)**: 87.3 kcal/mol
**E_LUMO**: 1.0 eV
**HOMO energy**: -9.89 eV
**Charge**: 0
**Energy**: -7384.9608 eV
**Multiplicity**: 1

XYZ file:
```
15
Properties=species:S:1:pos:R:3:forces:R:3:nbo_charge:R:1
C -0.845946 -0.183484 -1.615974 -0.2 0.2 -0.4 0.007
H -0.314680 1.292668 2.029300 -0.1 -0.1 -0.1 0.219
H 0.350531 -1.780020 -0.922080 -0.1 0.1 0.0 0.246
C 0.140313 -0.374761 0.719952 0.0 0.0 0.1 -0.283
C -0.660720 0.879556 1.078306 0.0 0.1 0.1 -0.594
H 0.023532 -1.096336 1.539481 0.0 0.1 -0.1 0.231
H -0.554032 1.649831 0.309217 0.0 -0.2 0.1 0.224
H -1.269953 -1.686559 -0.238971 0.1 0.1 -0.1 0.235
H -1.722733 0.629783 1.168353 0.1 0.0 0.0 0.211
H 3.840216 0.126665 0.823362 -0.3 0.1 -0.1 0.239
H -1.666443 1.164732 -3.249786 0.1 -0.1 0.1 0.239
C 1.585080 -0.104229 0.662992 0.4 0.0 0.0 0.007
C -1.277992 0.528420 -2.486293 0.2 -0.3 0.4 -0.256
C -0.405848 -1.084780 -0.545587 0.0 0.0 0.0 -0.469
C 2.778675 0.038515 0.727728 -0.3 -0.1 0.0 -0.254
```
Forces are in eV/Å.